(1)
Molecular formula: C6H18CuNO10S2
Method: DFT, ωB97M-V/def2-TZVPD

The geometry in XYZ format:
```
38
C6H18CuNO10S2 ωB97M-V/def2-TZVPD
N -3.505 -4.878 6.202
H -3.722 -5.225 5.273
H -3.893 -3.929 6.420
H -2.467 -4.765 6.170
H -3.707 -5.665 6.805
Cu -2.209 -2.091 7.436
S -2.008 0.601 5.943
O -0.893 1.510 5.599
O -3.230 1.040 5.258
O -1.644 -0.724 5.437
O -2.224 0.525 7.396
S -5.531 -1.809 7.539
O -5.186 -1.005 8.725
O -6.704 -2.629 7.875
O -5.766 -0.838 6.450
O -4.429 -2.752 7.140
C -1.217 -5.173 8.150
C -0.397 -4.948 6.852
C -0.228 -6.342 6.204
O -1.072 -4.125 5.967
H -1.550 -4.186 8.480
H -0.539 -5.513 8.943
H -2.041 -5.887 8.075
H 0.540 -4.489 7.199
H -1.117 -6.947 5.996
H 0.214 -6.964 6.998
H 0.347 -6.325 5.276
C -1.261 -2.516 11.787
C -1.139 -1.473 10.725
C -0.017 -1.859 9.734
O -2.280 -1.289 9.904
H -0.309 -2.565 12.333
H -1.557 -3.441 11.284
H -2.062 -2.284 12.493
H -0.962 -0.484 11.182
H 0.069 -2.913 9.457
H 0.855 -1.819 10.428
H 0.335 -1.229 8.921
```

Output
* M: 391.89 g/mol
* Kohn-Sham gap: 3.002 eV
* energy above the lowest of the compared OMol25 structures with the same formula, charge and spin: 0.000 eV
* E_tot: -94775.468 eV
* charge: -4

These are the natural (NBO) partial charges, in e, on atoms 1 to 8:
1 N -0.926
2 H 0.366
3 H 0.497
4 H 0.449
5 H 0.371
6 Cu 0.906
7 S 2.588
8 O -1.171

=====

(2)
Molecular formula: C8H12BiCl2N2O3SY
Method: DFT, ωB97M-V/def2-TZVPD

The geometry in XYZ format:
```
30
C8H12BiCl2N2O3SY ωB97M-V/def2-TZVPD
Y 1.971 1.450 -0.154
Bi -2.798 0.051 0.779
Cl 4.263 2.451 -0.139
Cl 3.058 -3.845 -1.432
C -2.047 -1.762 -0.199
C -0.994 1.171 -0.419
C -0.101 0.484 -1.443
O -1.587 -2.324 -1.115
O -0.682 2.402 -0.277
O -0.319 -0.111 -2.462
C 2.110 -0.992 0.619
N 1.392 -1.307 1.884
C 0.565 -2.532 1.798
C 0.864 -0.266 2.625
S 1.017 1.431 2.256
N 0.077 -0.579 3.696
C 0.460 -1.585 4.685
C -0.997 0.315 4.142
H 2.580 -1.912 0.265
H 2.927 -0.238 0.796
H 1.386 -0.730 -0.183
H 0.451 -2.974 2.795
H -0.439 -2.322 1.379
H 1.094 -3.233 1.135
H 0.661 -1.096 5.654
H -0.388 -2.276 4.821
H 1.350 -2.142 4.380
H -0.616 1.272 4.535
H -1.688 0.526 3.305
H -1.564 -0.209 4.926
```

Output
* M: 585.05 g/mol
* Kohn-Sham gap (spin up / spin down): 2.900 / 3.426 eV
* E_tot: -60321.206 eV
* charge: +4

These are the Mulliken partial charges, in e, on atoms 1 to 8:
1 Y 0.989
2 Bi 1.243
3 Cl -0.204
4 Cl 0.051
5 C 0.261
6 C 0.465
7 C 0.274
8 O 0.006

=====

(3)
Molecular formula: CH6N2O3S
Method: DFT, ωB97M-V/def2-TZVPD

The geometry in XYZ format:
```
13
CH6N2O3S ωB97M-V/def2-TZVPD
C -1.894 -0.708 -0.510
N 2.408 0.980 -0.502
N 2.080 0.070 0.308
O -0.336 1.161 -0.175
O -1.321 -0.265 1.726
O 2.488 -1.063 -0.003
S -0.376 -0.231 0.297
H -2.157 -1.686 -0.261
H -2.531 0.028 -0.021
H -2.157 -0.510 -1.548
H 2.824 0.884 -1.438
H 1.977 1.981 -0.368
H -1.004 -0.639 2.497
```

Output
* M: 126.14 g/mol
* Kohn-Sham gap: 10.057 eV
* energy above the lowest of the compared OMol25 structures with the same formula, charge and spin: 3.653 eV
* E_tot: -21087.881 eV

These are the natural (NBO) partial charges, in e, on atoms 1 to 8:
1 C -0.848
2 N -0.535
3 N 0.199
4 O -0.964
5 O -0.917
6 O -0.449
7 S 1.522
8 H 0.218

=====

(4)
Molecular formula: C28H21LaN7O3S
Method: DFT, ωB97M-V/def2-TZVPD

The geometry in XYZ format:
```
61
C28H21LaN7O3S ωB97M-V/def2-TZVPD
La -0.113 1.389 -0.193
O 4.810 1.393 2.524
C 3.907 1.426 3.503
C 4.376 1.421 4.820
C 3.505 1.467 5.884
C 2.129 1.531 5.667
C 1.643 1.519 4.385
C 2.512 1.453 3.282
C 1.932 1.407 1.949
O 0.670 1.338 1.796
N 2.791 1.433 0.908
N 2.192 1.410 -0.284
C 2.877 1.465 -1.380
C 2.156 1.460 -2.633
C 2.839 1.479 -3.854
C 2.122 1.501 -5.034
C 0.734 1.511 -4.970
C 0.131 1.475 -3.723
N 0.802 1.439 -2.575
H 4.346 1.430 1.656
H 5.442 1.385 4.968
H 3.891 1.460 6.891
H 1.454 1.591 6.504
H 0.582 1.566 4.185
H 3.962 1.529 -1.390
H 3.918 1.472 -3.857
H 2.630 1.511 -5.985
H 0.135 1.541 -5.866
H -0.950 1.469 -3.645
O -2.174 1.768 -0.650
N -2.588 2.815 -1.346
C -3.761 2.705 -1.991
C -4.248 3.715 -2.776
C -3.510 4.894 -2.894
C -2.331 5.011 -2.201
C -1.845 3.954 -1.418
S -0.350 4.064 -0.587
H -4.267 1.763 -1.850
H -5.187 3.585 -3.284
H -3.868 5.690 -3.525
H -1.732 5.905 -2.241
N -4.273 -8.525 2.356
C -3.688 -7.620 1.968
C -2.967 -6.498 1.488
C -3.403 -5.206 1.784
C -2.703 -4.112 1.318
C -1.553 -4.284 0.545
C -1.121 -5.577 0.251
C -1.818 -6.674 0.717
N -0.837 -3.163 0.066
C 0.306 -3.183 -0.691
C 0.653 -1.888 -0.924
N -0.262 -1.063 -0.325
C -1.136 -1.860 0.259
H -4.292 -5.067 2.381
H -3.065 -3.128 1.566
H -0.238 -5.748 -0.343
H -1.478 -7.671 0.485
H 0.797 -4.075 -1.009
H 1.491 -1.503 -1.478
H -1.978 -1.494 0.816
```

Output
* M: 674.50 g/mol
* Kohn-Sham gap: 6.698 eV
* energy above the lowest of the compared OMol25 structures with the same formula, charge and spin: 1.195 eV
* E_tot: -57640.548 eV
* charge: +1

These are the Mulliken partial charges, in e, on atoms 1 to 8:
1 La 1.536
2 O -0.640
3 C 0.340
4 C -0.639
5 C -0.378
6 C -0.760
7 C -0.559
8 C 0.423

=====

(5)
Molecular formula: C8H5AuCl2LaNO3
Method: DFT, ωB97M-V/def2-TZVPD

The geometry in XYZ format:
```
21
C8H5AuCl2LaNO3 ωB97M-V/def2-TZVPD
La 0.123 0.370 -3.074
Au 0.964 0.775 -0.460
Cl -0.456 -1.221 -1.312
Cl -0.374 2.501 -1.919
C 1.891 2.226 0.316
C 0.857 -1.411 -4.491
C 0.949 1.561 -4.970
O 2.445 3.101 0.744
O 1.150 -2.320 -5.052
O 1.292 2.227 -5.787
C -1.347 -1.186 3.268
C -1.822 0.009 2.745
C -1.167 0.566 1.657
N -0.116 -0.108 1.245
C 0.406 -1.252 1.645
C -0.238 -1.822 2.728
H -1.849 -1.628 4.119
H -2.664 0.523 3.138
H -1.476 1.507 1.186
H 1.281 -1.682 1.164
H 0.150 -2.736 3.109
```

Output
* M: 569.91 g/mol
* Kohn-Sham gap (spin up / spin down): 8.637 / 6.067 eV
* energy above the lowest of the compared OMol25 structures with the same formula, charge and spin: 2.214 eV
* E_tot: -45553.713 eV
* charge: +4
* multiplicity: 3

These are the Mulliken partial charges, in e, on atoms 1 to 8:
1 La 1.557
2 Au 0.654
3 Cl -0.227
4 Cl -0.242
5 C 0.424
6 C 0.116
7 C 0.118
8 O -0.029

=====

(6)
Molecular formula: C2H7P
Method: DFT, ωB97M-V/def2-TZVPD

The geometry in XYZ format:
```
10
C2H7P ωB97M-V/def2-TZVPD
C 1.056 0.167 -0.014
C -0.106 -0.778 -0.034
P -1.795 0.102 -0.025
H 0.866 0.663 -0.975
H 0.927 0.845 0.763
H 2.087 -0.093 0.210
H -0.232 -1.491 0.776
H -0.080 -1.552 -0.786
H -1.562 1.185 -0.899
H -1.161 0.952 0.985
```

Output
* M: 62.05 g/mol
* Kohn-Sham gap: 10.750 eV
* energy above the lowest of the compared OMol25 structures with the same formula, charge and spin: 0.999 eV
* E_tot: -11474.964 eV
* SMILES: CCP

These are the natural (NBO) partial charges, in e, on atoms 1 to 8:
1 C -0.629
2 C -0.655
3 P 0.277
4 H 0.212
5 H 0.205
6 H 0.220
7 H 0.218
8 H 0.219

=====

(7)
Molecular formula: H22NeO11
Method: DFT, ωB97M-V/def2-TZVPD

The geometry in XYZ format:
```
34
H22NeO11 ωB97M-V/def2-TZVPD
Ne -12.471 7.794 8.411
O -11.538 5.314 10.894
H -11.047 5.833 10.258
H -12.456 5.506 10.703
O -15.633 6.798 8.208
H -16.395 6.683 8.776
H -15.480 7.743 8.200
O -15.053 9.640 8.441
H -14.418 9.810 7.745
H -14.652 10.010 9.227
O -10.982 11.260 9.077
H -11.343 11.360 9.958
H -10.208 10.710 9.196
O -14.990 5.863 5.647
H -14.122 6.260 5.573
H -15.334 6.191 6.478
O -11.372 5.324 7.029
H -11.762 4.628 7.558
H -10.922 5.884 7.662
O -13.931 6.191 10.474
H -14.438 6.367 9.682
H -14.212 6.864 11.094
O -12.608 10.286 6.937
H -12.254 10.722 6.161
H -12.201 10.740 7.674
O -12.469 7.294 5.354
H -12.012 6.638 5.880
H -12.432 8.093 5.880
O -8.812 9.258 8.905
H -8.057 9.098 9.471
H -8.501 9.899 8.265
O -9.918 6.615 9.040
H -9.441 7.445 9.028
H -9.241 5.948 8.924
```

Output
* M: 218.35 g/mol
* Kohn-Sham gap: 9.098 eV
* energy above the lowest of the compared OMol25 structures with the same formula, charge and spin: 0.423 eV
* E_tot: -26389.532 eV

These are the natural (NBO) partial charges, in e, on atoms 1 to 8:
1 Ne -0.001
2 O -1.000
3 H 0.469
4 H 0.486
5 O -0.971
6 H 0.480
7 H 0.508
8 O -0.970

=====

(8)
Molecular formula: C4H12
Method: DFT, ωB97M-V/def2-TZVPD

The geometry in XYZ format:
```
16
C4H12 ωB97M-V/def2-TZVPD
C -0.027 1.332 -1.162
C 0.620 1.537 -2.474
H -0.811 2.127 -0.910
H -0.705 0.424 -1.233
H 0.704 1.427 -0.514
H -0.124 1.409 -3.409
H 0.974 2.576 -2.708
H 1.597 1.133 -2.629
C -0.018 -0.979 1.368
C -0.633 -1.953 2.322
H -0.193 -1.258 0.339
H -0.147 0.099 1.380
H 1.040 -0.726 1.470
H -1.402 -2.533 1.901
H 0.275 -2.850 2.635
H -0.861 -1.455 3.351
```

Output
* M: 60.14 g/mol
* Kohn-Sham gap: 11.631 eV
* energy above the lowest of the compared OMol25 structures with the same formula, charge and spin: 2.302 eV
* E_tot: -4340.227 eV
* SMILES: CC.CC

These are the natural (NBO) partial charges, in e, on atoms 1 to 8:
1 C -0.612
2 C -0.616
3 H 0.201
4 H 0.214
5 H 0.201
6 H 0.198
7 H 0.202
8 H 0.212

=====

(9)
Molecular formula: C4H11N2O
Method: DFT, ωB97M-V/def2-TZVPD

The geometry in XYZ format:
```
18
C4H11N2O ωB97M-V/def2-TZVPD
C -0.727 -0.621 -0.456
C -1.802 0.533 -0.463
C -1.095 1.689 -1.330
O -1.720 2.849 -1.442
N 0.210 -0.551 0.759
C 1.583 -1.021 0.610
N 2.453 -1.198 1.785
H -1.142 -1.620 -0.380
H -0.235 -0.613 -1.420
H -2.810 0.427 -0.921
H -2.215 0.916 0.552
H -0.143 1.952 -0.798
H -0.828 1.232 -2.324
H 0.306 0.392 1.076
H 1.507 -2.020 0.136
H 2.044 -0.381 -0.139
H 1.841 -1.623 2.633
H 2.774 -0.341 2.122
```

Output
* M: 103.14 g/mol
* Kohn-Sham gap: 5.917 eV
* energy above the lowest of the compared OMol25 structures with the same formula, charge and spin: 2.259 eV
* E_tot: -9352.231 eV
* charge: -1
* SMILES: NCNCCC[O-]

These are the natural (NBO) partial charges, in e, on atoms 1 to 8:
1 C -0.228
2 C -0.487
3 C 0.007
4 O -0.950
5 N -0.658
6 C -0.052
7 N -0.835
8 H 0.168

=====

(10)
Molecular formula: C3H8NO2
Method: DFT, ωB97M-V/def2-TZVPD

The geometry in XYZ format:
```
14
C3H8NO2 ωB97M-V/def2-TZVPD
C -0.955 0.198 -0.303
C -0.612 -1.271 0.098
C 1.375 -0.141 0.321
N 0.244 0.986 0.066
O 0.784 -1.224 -0.157
O 2.503 0.168 -0.181
H -0.952 0.113 -1.444
H -1.790 0.561 0.204
H -0.811 -1.379 1.129
H -1.085 -2.227 -0.470
H 1.374 -0.296 1.466
H 0.578 1.509 -0.740
H -0.043 1.723 0.648
H 2.623 -0.365 -1.037
```

Output
* M: 90.10 g/mol
* Kohn-Sham gap: 12.507 eV
* energy above the lowest of the compared OMol25 structures with the same formula, charge and spin: 2.445 eV
* E_tot: -8817.507 eV
* charge: +1
* SMILES: O[C@H]1[NH2+]CCO1

These are the natural (NBO) partial charges, in e, on atoms 1 to 8:
1 C -0.266
2 C -0.086
3 C 0.570
4 N -0.574
5 O -0.501
6 O -0.644
7 H 0.241
8 H 0.240

=====

(11)
Molecular formula: C5H8ClNS
Method: DFT, ωB97M-V/def2-TZVPD

The geometry in XYZ format:
```
16
C5H8ClNS ωB97M-V/def2-TZVPD
C -0.207 -2.049 -0.129
C 0.199 -1.005 -1.219
C -0.191 1.434 -0.293
C 0.420 2.391 0.718
C -0.269 -0.860 0.807
H -1.145 -2.690 -0.350
H -0.562 -0.584 -2.002
H 1.308 -1.000 -1.708
H -1.411 1.448 0.125
H 0.000 1.896 -1.400
H 1.291 1.579 1.326
H 0.379 -0.909 1.598
H -1.280 -0.570 1.227
N 0.428 0.107 -0.184
S -0.152 3.862 1.181
Cl 1.191 -3.048 0.302
```

Output
* M: 149.65 g/mol
* Kohn-Sham gap: 8.384 eV
* energy above the lowest of the compared OMol25 structures with the same formula, charge and spin: 4.164 eV
* E_tot: -30158.000 eV
* SMILES: S=CCN1CC(Cl)C1

These are the natural (NBO) partial charges, in e, on atoms 1 to 8:
1 C -0.255
2 C -0.239
3 C -0.332
4 C -0.267
5 C -0.241
6 H 0.246
7 H 0.209
8 H 0.233

=====

(12)
Molecular formula: C31H39GaGeN2O5Se
Method: DFT, ωB97M-V/def2-TZVPD

The geometry in XYZ format:
```
80
C31H39GaGeN2O5Se ωB97M-V/def2-TZVPD
Ga -0.841 2.647 0.915
C 2.968 2.700 -1.020
C 1.680 3.192 -0.429
O 0.978 2.327 0.157
C 1.306 4.580 -0.534
C 2.284 5.527 -0.934
C 1.974 6.849 -1.086
C 0.648 7.265 -0.884
C -0.331 6.374 -0.517
C -0.026 5.022 -0.314
O -1.023 4.218 0.024
H 2.990 1.614 -0.971
H 3.820 3.090 -0.458
H 3.076 3.033 -2.051
H 3.299 5.198 -1.106
H 2.734 7.563 -1.368
H 0.390 8.307 -1.023
H -1.356 6.687 -0.370
O -2.010 -1.074 -1.498
C -3.314 -0.896 -0.979
C -4.302 -1.720 -1.463
C -5.583 -1.600 -0.944
C -5.867 -0.649 0.030
C -4.871 0.211 0.457
C -3.576 0.100 -0.053
C -2.553 1.078 0.319
O -2.770 2.027 1.112
O -1.368 1.025 -0.192
H -1.530 -0.230 -1.288
H -4.067 -2.445 -2.231
H -6.363 -2.258 -1.304
H -6.868 -0.555 0.426
H -5.077 1.000 1.167
C 1.774 0.048 3.354
N 2.305 1.380 3.086
C 1.598 2.508 3.004
Se -0.258 2.719 3.243
N 2.434 3.520 2.760
C 3.739 3.048 2.668
C 4.948 3.691 2.430
C 6.072 2.892 2.413
C 5.995 1.505 2.633
C 4.792 0.873 2.871
C 3.659 1.679 2.877
H 0.783 -0.036 2.916
H 1.711 -0.127 4.426
H 2.440 -0.683 2.904
H 2.134 4.482 2.706
H 5.008 4.760 2.278
H 7.039 3.343 2.240
H 6.905 0.922 2.624
H 4.745 -0.191 3.057
C 0.248 -5.142 -3.320
C -0.843 -4.148 -3.708
C -0.336 -2.717 -3.871
C 0.375 -2.140 -2.640
Ge -0.500 -2.380 -0.944
C -1.224 -3.980 -0.139
C -2.628 -3.887 0.474
C -2.890 -5.018 1.471
C -2.633 -6.410 0.904
H -0.121 -6.167 -3.359
H 0.631 -4.980 -2.308
H 1.097 -5.070 -4.002
H -1.651 -4.165 -2.964
H -1.299 -4.464 -4.646
H -1.171 -2.065 -4.135
H 0.364 -2.681 -4.708
H 0.532 -1.063 -2.736
H 1.366 -2.586 -2.495
H 0.130 -1.500 0.145
H -0.494 -4.183 0.654
H -1.156 -4.792 -0.858
H -3.370 -3.934 -0.323
H -2.770 -2.929 0.982
H -3.932 -4.947 1.792
H -2.281 -4.859 2.365
H -3.220 -6.583 -0.002
H -2.914 -7.175 1.627
H -1.581 -6.569 0.663
```

Output
* M: 740.96 g/mol
* Kohn-Sham gap: 8.143 eV
* energy above the lowest of the compared OMol25 structures with the same formula, charge and spin: 0.000 eV
* E_tot: -220226.602 eV
* charge: +2

These are the Mulliken partial charges, in e, on atoms 1 to 8:
1 Ga 0.165
2 C -1.908
3 C 1.704
4 O -0.347
5 C 0.617
6 C -0.939
7 C -0.937
8 C -0.413